1.
Formula: C11H21N2O2
Source: the Open Molecules 2025 dataset
Level of theory: ωB97M-V/def2-TZVPD

```
! RIJCOSX wB97M-V def2-TZVPD def2/J DEFGRID3
* xyz 1 1
C -2.80380 -0.52059 0.70744
C -3.56617 0.47919 0.32268
C -2.42197 0.83250 1.12316
C -1.74128 -1.53853 0.39466
C -1.03709 1.07519 0.44997
C -4.79484 1.12751 -0.29440
C 4.03496 0.85697 0.87750
C 1.11924 -1.95302 -0.48646
C -0.94186 -0.16306 -1.58828
C 2.67597 0.24811 0.95856
C 1.78242 0.27888 -0.27505
N 0.73246 -0.72293 0.13986
N -0.60744 -0.27184 -0.14745
O -1.26846 -2.31858 1.38382
O -0.09832 1.51413 1.35692
H -2.51752 1.27945 2.06519
H -1.98163 -2.16952 -0.37525
H -1.00521 1.82806 -0.35475
H -5.20538 1.50030 0.61451
H -5.34832 0.40017 -0.94683
H -4.52718 1.97945 -1.04622
H 4.54813 0.24898 0.11606
H 3.90989 1.84468 0.59885
H 4.57147 0.86509 1.86649
H 0.39617 -2.81107 -0.19647
H 1.08749 -1.98646 -1.61261
H 1.93310 -2.38457 -0.13275
H -0.19826 0.52747 -2.12691
H -0.89094 -1.16951 -2.17947
H -2.03380 0.07980 -1.75354
H 2.16683 0.76558 1.90005
H 2.76864 -0.75313 1.28585
H 1.60027 1.26240 -0.69786
H 2.39224 -0.27155 -1.02845
H -1.39929 -2.00178 2.23567
H -0.23596 1.15914 2.23058
*
```

Energy relative to the best compared isomer or geometry (same formula, charge and spin) ... 112.6 kcal/mol
SMILES ... CCCN(C)[N@+]1(C)[C@H](O)[C@H]2C(C)=C2[C@@H]1O
Orbital gap ... 9.89 eV
E_HOMO ... -13.037 eV
E_tot ... -18809.5594 eV

***

2.
Formula: C3H24NO9S
Source: the Open Molecules 2025 dataset
Level of theory: ωB97M-V/def2-TZVPD

```
! RIJCOSX wB97M-V def2-TZVPD def2/J DEFGRID3
* xyz -1 1
C 0.46812 -0.21044 -0.01779
O -0.46298 0.52687 -0.70746
C 0.71443 -1.60923 -0.72808
C 2.10552 -1.93861 -1.29142
S 2.57555 -3.68792 -1.14221
N -0.35427 -1.85443 -1.70962
H 1.40578 0.37970 0.07628
H 0.23793 -0.44893 1.03194
H 0.54902 -2.36616 0.04402
H 2.84401 -1.34752 -0.78297
H 2.09532 -1.70502 -2.35214
H 1.41616 -4.25249 -1.48097
H -0.03956 -2.32883 -2.54702
H -0.67061 -0.94305 -2.02992
H -1.67744 -0.66396 0.36662
H -3.05629 0.07718 0.69839
O -2.33874 -0.46467 1.03524
H 0.30822 3.38461 -1.06975
H -0.10190 2.00314 -0.35310
O 0.13641 2.96922 -0.22554
H 0.70979 0.54791 3.95279
H 1.78894 1.42483 3.12616
O 1.35365 1.25889 3.97064
H -2.48237 -2.50013 -1.06709
H -3.28829 -1.99955 0.11604
O -3.23174 -2.74763 -0.50167
H 1.60191 2.00587 -2.22987
H 0.90039 0.75886 -2.61443
O 1.39614 1.48924 -3.01646
H 2.04316 2.42648 0.45421
H 1.74580 3.29259 1.61492
O 2.41386 2.66907 1.30945
H -2.30786 2.63661 -0.18569
H -2.13199 1.22442 -0.81199
O -2.79686 1.90261 -0.54685
H -1.30814 0.77192 3.49897
H -1.57211 -0.55446 2.73079
O -0.98896 -0.12703 3.38562
*
```

Energy relative to the best compared isomer or geometry (same formula, charge and spin) ... 19.8 kcal/mol
Orbital gap ... 8.58 eV
E_HOMO ... -5.800 eV
E_tot ... -34255.6261 eV

***

3.
Formula: C5H8N2O
Source: the Open Molecules 2025 dataset
Level of theory: ωB97M-V/def2-TZVPD

```
! RIJCOSX wB97M-V def2-TZVPD def2/J DEFGRID3
* xyz 0 1
C 0.40198 1.69141 -0.49179
C 0.65629 0.92276 0.65808
C -0.13884 -0.30248 0.91225
C 0.34506 -1.75804 0.21332
C -0.43116 -1.42448 -1.20337
H -0.42235 1.11463 -1.09785
H 1.01434 2.49115 -1.03689
H 1.74979 0.84007 1.02824
H -0.50254 -0.40901 1.94341
H 0.25321 -2.47242 0.97771
H 1.43100 -1.54300 -0.11786
H 0.17750 -1.62960 -2.11189
H -1.82900 0.83975 0.36268
N -1.16453 -0.37935 -1.22043
N -1.42153 -0.19671 0.29711
O -0.11921 2.21534 0.88728
*
```

Energy relative to the best compared isomer or geometry (same formula, charge and spin) ... 134.9 kcal/mol
SMILES ... C1=NN[C@H]([C@H]2CO2)C1
Orbital gap ... 10.13 eV
E_HOMO ... -9.281 eV
E_tot ... -10336.8745 eV

***

4.
Formula: C6H8N2O6S
Source: the Open Molecules 2025 dataset
Level of theory: ωB97M-V/def2-TZVPD

```
! RIJCOSX wB97M-V def2-TZVPD def2/J DEFGRID3
* xyz 0 1
C -0.81883 1.62016 -0.43883
C -2.03218 1.16734 -0.34912
C -1.16183 -0.99750 0.49923
C 0.26641 -0.55159 0.53658
C 0.37961 0.94934 0.13857
C -2.20752 -0.27897 0.07389
N -3.48955 -0.88949 -0.07223
N 1.63146 1.06812 -0.67725
O 3.29797 -0.51041 0.77713
O -4.36759 -0.28002 -0.62508
O -3.57947 -2.04763 0.29690
O 3.12193 -1.71716 -1.44732
O 0.96739 -1.36967 -0.40460
O 0.71844 -0.68657 1.77587
S 2.56726 -1.83848 -0.16571
H -0.61466 2.74796 -0.63977
H -2.90068 1.72697 -0.59018
H -1.23206 -2.06202 0.40484
H 0.52415 1.62479 1.13711
H 1.39977 0.57605 -1.45698
H 4.00544 -0.05896 0.25144
H 1.89367 2.05205 -0.79119
H 1.63086 -0.24430 1.76669
*
```

Energy relative to the best compared isomer or geometry (same formula, charge and spin) ... 0.0 kcal/mol
Orbital gap ... 8.97 eV
E_HOMO ... -9.838 eV
E_tot ... -32446.0979 eV